Entry 1:
{
  "formula": "C22H51N5O4P",
  "method": "wB97M-V/def2-TZVPD",
  "species": ["C", "O", "C", "C", "C", "N", "N", "P", "N", "O", "H", "H", "H", "H", "H", "H", "H", "H", "H", "H", "H", "H", "H", "H", "H", "C", "C", "C", "C", "C", "C", "N", "O", "C", "C", "C", "H", "H", "H", "H", "H", "H", "H", "H", "H", "H", "H", "H", "H", "H", "H", "H", "H", "H", "C", "C", "C", "C", "C", "C", "N", "O", "C", "C", "C", "H", "H", "H", "H", "H", "H", "H", "H", "H", "H", "H", "H", "H", "H", "H", "H", "H", "H"],
  "xyz": [[2.06744, 3.73501, 0.10595], [0.74953, 3.36483, -0.27480], [0.72695, 2.61538, -1.47717], [-0.46910, 3.00510, -2.35339], [-0.10110, 3.50087, -3.73567], [0.55012, 4.86482, -3.75354], [0.34538, 5.56861, -2.49145], [2.32039, 4.99519, -4.39102], [2.98348, 3.44366, -4.55557], [3.08569, 5.51991, -3.06801], [1.99735, 4.28025, 1.03535], [2.68829, 2.85602, 0.24298], [2.52513, 4.41057, -0.61897], [0.62396, 1.56705, -1.20822], [1.66541, 2.71294, -2.02664], [-1.06297, 2.11390, -2.51872], [-1.12695, 3.68775, -1.84204], [-1.02691, 3.57695, -4.28888], [0.48167, 2.73441, -4.22906], [0.02403, 5.42745, -4.41561], [0.56331, 6.54232, -2.67145], [0.97576, 5.19942, -1.78851], [2.51557, 2.99783, -5.33979], [2.90166, 2.85874, -3.72532], [3.90111, 4.99514, -2.96223], [1.07316, 1.31141, 2.75329], [1.44134, -0.17536, 2.55583], [0.73375, -1.03713, 3.60208], [1.33883, -0.91516, 5.00038], [2.84630, -1.16484, 4.96503], [3.57733, -0.29302, 3.94407], [2.92150, -0.35839, 2.60463], [3.23897, -1.46460, 2.02064], [3.63829, 1.15989, 4.45121], [5.03130, -0.74011, 3.84251], [0.90941, -0.52718, 1.17138], [0.18050, 1.56747, 2.18338], [0.85573, 1.58065, 3.78577], [1.87513, 1.95334, 2.38806], [0.77930, -2.08658, 3.29461], [-0.32440, -0.76789, 3.63096], [1.12327, 0.06727, 5.42955], [0.86589, -1.64240, 5.66201], [3.27357, -0.99371, 5.95459], [3.02148, -2.21931, 4.73141], [4.05342, 1.81975, 3.68754], [4.28496, 1.21916, 5.32569], [2.67476, 1.55802, 4.75964], [5.12153, -1.79586, 3.59729], [5.52643, -0.58456, 4.79988], [5.56689, -0.16479, 3.08581], [1.41185, 0.06528, 0.40210], [-0.15817, -0.31579, 1.11839], [1.03520, -1.57941, 0.92692], [-3.27231, -5.22993, -1.48356], [-2.60540, -4.01408, -0.79804], [-3.45552, -3.55228, 0.38684], [-4.73475, -2.82549, -0.02548], [-4.42381, -1.68519, -0.99256], [-3.59726, -2.12761, -2.20000], [-2.39574, -2.90822, -1.78211], [-1.49081, -2.10192, -1.33968], [-4.47671, -2.95031, -3.15930], [-3.17666, -0.90107, -3.00203], [-1.26365, -4.51959, -0.27890], [-2.93353, -6.15938, -1.02940], [-4.35786, -5.22895, -1.39725], [-3.01050, -5.28224, -2.53995], [-2.86229, -2.88069, 1.01651], [-3.70437, -4.41714, 1.00436], [-5.44738, -3.52302, -0.47270], [-5.22461, -2.42401, 0.86315], [-5.35338, -1.23043, -1.34066], [-3.88161, -0.90385, -0.44939], [-3.87932, -3.37137, -3.96857], [-5.23621, -2.30970, -3.60699], [-5.01230, -3.76107, -2.67395], [-2.63601, -0.17828, -2.39167], [-4.06246, -0.40166, -3.39269], [-2.54475, -1.18305, -3.84601], [-0.62132, -4.84259, -1.09941], [-1.43050, -5.37157, 0.37815], [-0.73170, -3.76564, 0.29846]],
  "atomic_forces_ev_per_a": [[-0.4, -0.1, 0.2], [0.3, 0.6, -0.5], [-0.6, -0.2, 0.5], [0.4, -0.4, 0.1], [-1.1, -0.2, 0.5], [0.1, -0.3, 1.5], [-0.6, 0.0, -0.5], [1.4, 0.5, -1.9], [-1.3, 0.7, 0.7], [-0.1, -0.7, 0.1], [-0.1, 0.0, 0.3], [0.3, -0.2, 0.0], [0.1, 0.0, -0.3], [0.2, -0.3, 0.0], [0.2, 0.2, 0.0], [-0.1, -0.2, -0.2], [0.0, 0.3, 0.2], [-0.2, 0.2, -0.3], [0.5, 0.3, -0.2], [0.1, 0.0, -0.2], [0.1, 0.1, 0.2], [0.1, -0.1, 0.0], [0.5, -0.3, -0.2], [0.2, -0.2, -0.1], [-0.1, 0.3, 0.3], [0.1, 0.2, 0.2], [-1.0, 1.3, -0.2], [0.2, -0.3, 0.4], [0.1, 0.1, -0.1], [-0.5, -0.3, -0.1], [0.7, 1.2, 0.9], [-0.5, -1.9, 0.5], [0.4, 0.2, -0.6], [-0.3, 0.1, 0.0], [0.1, -0.4, -0.3], [0.3, -0.5, -0.3], [0.0, -0.1, 0.0], [0.1, 0.0, 0.0], [0.0, 0.0, 0.1], [0.1, 0.0, -0.1], [0.0, 0.1, -0.1], [0.0, 0.0, 0.0], [0.0, 0.0, 0.0], [0.1, 0.1, 0.0], [0.0, 0.0, -0.1], [0.0, 0.0, 0.0], [0.1, -0.1, 0.0], [0.0, 0.0, -0.1], [-0.1, 0.0, -0.1], [-0.1, 0.1, 0.1], [0.0, 0.0, 0.0], [0.0, 0.0, 0.0], [0.0, 0.1, 0.1], [0.1, 0.0, 0.0], [-0.2, 0.0, -0.2], [-0.3, -1.7, -0.2], [-0.2, 0.5, 0.1], [0.1, 0.0, -0.1], [0.1, -0.1, 0.5], [-1.0, -0.2, -1.3], [-0.1, 1.2, 1.7], [0.5, 0.0, -0.5], [-0.1, -0.2, 0.1], [0.4, 0.2, 0.1], [0.4, 0.4, 0.0], [0.1, 0.1, 0.1], [0.0, 0.1, -0.1], [0.0, 0.0, 0.0], [0.1, 0.0, -0.1], [0.1, -0.1, -0.1], [0.0, 0.0, 0.0], [0.0, 0.0, 0.0], [0.0, 0.0, -0.1], [0.1, 0.0, -0.1], [0.0, 0.0, 0.0], [0.1, 0.1, 0.0], [0.1, 0.0, 0.0], [0.1, -0.1, 0.0], [-0.1, -0.1, 0.0], [0.0, 0.0, 0.0], [0.0, 0.0, 0.0], [-0.1, 0.0, 0.0], [0.0, 0.1, -0.1]],
  "spin_multiplicity": 3,
  "homo_lumo_gap_ev": [7.25, 8.14],
  "s_squared": 2.01,
  "charge": 1
}

Entry 2:
{
  "formula": "C22H52BN3NbO3",
  "method": "wB97M-V/def2-TZVPD",
  "species": ["C", "C", "C", "N", "Nb", "B", "C", "O", "H", "H", "H", "H", "H", "H", "H", "H", "H", "H", "H", "H", "H", "H", "H", "H", "C", "C", "C", "C", "C", "C", "N", "O", "C", "C", "C", "H", "H", "H", "H", "H", "H", "H", "H", "H", "H", "H", "H", "H", "H", "H", "H", "H", "H", "C", "C", "C", "C", "C", "C", "N", "O", "C", "C", "C", "H", "H", "H", "H", "H", "H", "H", "H", "H", "H", "H", "H", "H", "H", "H", "H", "H", "H"],
  "xyz": [[1.04748, -0.43497, 0.05482], [0.37177, -1.20538, -1.09271], [-0.64324, -0.37926, -1.88722], [-1.67832, 0.25358, -1.06960], [-2.92631, -0.50671, 0.40044], [-3.35919, -2.55474, -0.70228], [-3.91160, -2.66771, -2.17578], [-3.13521, -3.73918, -0.02019], [1.91126, 0.13911, -0.31745], [0.33868, 0.25011, 0.54015], [1.40868, -1.11794, 0.83640], [1.15525, -1.48915, -1.81927], [-0.07016, -2.14481, -0.73341], [-0.05569, 0.40045, -2.42505], [-1.09832, -1.00071, -2.68248], [-2.19124, 0.87760, -1.68771], [-1.59890, -1.28015, 1.49870], [-3.05168, 1.00658, 1.47049], [-4.36622, 0.19371, -0.55368], [-4.18748, -1.22898, 1.53924], [-3.90827, -1.72187, -2.72604], [-3.36666, -3.45240, -2.73022], [-4.96499, -2.99844, -2.09534], [-2.42432, -3.64539, 0.61952], [-3.04013, 5.74296, -4.84726], [-2.88750, 4.46200, -4.01031], [-2.25222, 4.76551, -2.65013], [-0.76549, 5.10958, -2.73668], [0.00987, 4.02292, -3.48221], [-0.57531, 3.68237, -4.85777], [-2.05259, 3.42694, -4.71997], [-2.27450, 2.26492, -4.26162], [-0.28136, 4.79684, -5.87033], [0.07332, 2.40533, -5.39583], [-4.28900, 3.88093, -3.81095], [-3.95407, 6.25088, -4.54212], [-2.22380, 6.44870, -4.71489], [-3.12328, 5.50581, -5.90915], [-2.37669, 3.88921, -2.00645], [-2.81193, 5.58180, -2.18894], [-0.61981, 6.08166, -3.21737], [-0.36276, 5.20644, -1.72740], [1.05135, 4.32069, -3.62232], [0.01595, 3.11282, -2.87404], [-0.83511, 4.62733, -6.79582], [0.78326, 4.78221, -6.10128], [-0.51822, 5.79212, -5.50682], [-0.00769, 1.58599, -4.68696], [1.12840, 2.60586, -5.58567], [-0.39908, 2.09699, -6.33000], [-4.73905, 3.62424, -4.77197], [-4.90821, 4.63488, -3.32470], [-4.27170, 2.98921, -3.19119], [0.94899, -3.79906, 5.04042], [2.20528, -4.08912, 4.20214], [3.11232, -5.10124, 4.90994], [3.82042, -4.52519, 6.13550], [4.58026, -3.24472, 5.79142], [3.72004, -2.18924, 5.08405], [3.00759, -2.84460, 3.93536], [3.74468, -2.93796, 2.88542], [2.74121, -1.53215, 6.06429], [4.60093, -1.08123, 4.51478], [1.72446, -4.62758, 2.86179], [0.21044, -4.57470, 4.83887], [1.13103, -3.80202, 6.11283], [0.50669, -2.84215, 4.76319], [3.86279, -5.45411, 4.19502], [2.50313, -5.96556, 5.18849], [3.10313, -4.33670, 6.93871], [4.52383, -5.26496, 6.52473], [4.99707, -2.79169, 6.69570], [5.42432, -3.49457, 5.14064], [2.02110, -0.91324, 5.52772], [3.30834, -0.88981, 6.73984], [2.19320, -2.24074, 6.67727], [5.38805, -1.47860, 3.87950], [5.05653, -0.54197, 5.34811], [4.00695, -0.38124, 3.92640], [1.10859, -3.88449, 2.35243], [1.11787, -5.52066, 3.02411], [2.54281, -4.90116, 2.20018]],
  "atomic_forces_ev_per_a": [[-0.1, 0.0, 0.1], [0.3, 0.0, -0.2], [0.4, 0.5, -0.2], [-0.4, -1.3, -0.1], [2.1, 2.0, -0.9], [-0.5, 0.4, 0.8], [-0.4, -0.5, 0.0], [0.5, -0.7, -0.9], [-0.3, -0.1, 0.1], [0.2, -0.2, -0.2], [0.0, 0.1, -0.2], [-0.3, -0.1, 0.2], [-0.1, 0.3, 0.0], [-0.2, -0.2, 0.2], [0.2, 0.1, 0.3], [-0.1, 0.2, 0.1], [-0.1, -0.4, 0.1], [-0.8, -0.1, 0.4], [-0.2, -0.2, 0.2], [0.0, -0.2, -0.3], [0.1, -0.2, 0.1], [-0.2, 0.2, 0.0], [0.2, 0.1, -0.1], [-0.5, 0.3, 0.4], [0.1, -0.1, -0.1], [-0.4, 0.4, -0.4], [0.2, -0.2, 0.1], [0.0, 0.0, -0.1], [-0.1, 0.0, 0.2], [0.2, 0.2, -0.6], [0.5, 0.6, 1.0], [-0.3, -0.9, -0.1], [-0.2, 0.0, 0.0], [-0.1, 0.0, 0.1], [0.1, -0.1, 0.0], [0.0, 0.0, 0.0], [0.0, 0.0, 0.0], [0.0, 0.0, 0.0], [0.0, 0.0, 0.0], [0.0, 0.0, 0.0], [0.0, 0.0, 0.0], [0.0, 0.0, 0.0], [0.0, 0.0, 0.0], [-0.1, 0.0, 0.0], [0.0, 0.0, 0.0], [0.0, 0.0, 0.0], [0.0, 0.0, 0.0], [0.0, 0.0, 0.0], [0.0, 0.0, 0.0], [0.0, 0.0, 0.0], [0.0, 0.0, 0.0], [0.0, 0.0, 0.0], [0.0, 0.0, 0.0], [0.0, 0.1, 0.0], [-0.4, 0.1, 0.1], [0.1, 0.0, 0.0], [0.0, 0.0, 0.0], [0.1, -0.1, 0.0], [-0.2, 0.3, 0.1], [0.8, -0.6, 0.0], [-0.3, 0.2, 0.1], [-0.1, 0.0, -0.1], [0.1, 0.0, 0.0], [0.1, -0.1, -0.3], [0.0, 0.0, 0.0], [0.0, 0.0, 0.0], [0.0, 0.0, 0.0], [0.0, 0.1, 0.0], [0.0, 0.0, 0.0], [0.0, 0.0, 0.0], [0.0, 0.0, 0.0], [0.0, 0.0, 0.0], [0.0, 0.0, -0.1], [0.0, 0.0, 0.0], [0.0, 0.0, 0.0], [0.0, 0.0, 0.0], [0.0, 0.0, 0.0], [0.0, 0.0, 0.0], [0.0, 0.0, 0.0], [0.0, 0.0, 0.0], [0.0, 0.1, 0.1], [0.1, 0.1, 0.1]],
  "spin_multiplicity": 3,
  "homo_lumo_gap_ev": [5.94, 5.94],
  "s_squared": 2.01,
  "charge": -1
}